18
Properties=species:S:1:pos:R:3:nbo_charge:R:1 method="wB97M-V/def2-TZVPD" spin_multiplicity=1 gap_ev=5.92 energy_ha=-1527.44060 lumo_ev=-1.2844 total_charge=0
C -3.00 -0.37 0.01 -0.446
C -1.51 -0.55 -0.09 -0.331
C 1.56 -1.68 0.53 -0.750
C 1.59 1.05 0.11 -0.748
C 1.22 2.21 -0.79 0.437
H -3.35 -0.75 0.97 0.239
H -3.51 -0.89 -0.80 0.229
H -0.93 0.15 0.52 0.228
H 1.65 -1.50 1.60 0.222
H 2.56 -1.74 0.08 0.220
H 1.05 -2.63 0.37 0.218
H 1.50 1.36 1.15 0.217
H 2.64 0.80 -0.10 0.235
H 1.10 1.95 -1.87 0.104
O 1.07 3.33 -0.39 -0.520
S -0.80 -1.70 -0.97 0.319
S 0.57 -0.40 -0.27 0.179
Cl -3.43 1.37 -0.06 -0.053

21
Properties=species:S:1:pos:R:3:nbo_charge:R:1 method="wB97M-V/def2-TZVPD" spin_multiplicity=1 gap_ev=9.95 energy_ha=-308.33661 lumo_ev=0.9992 total_charge=0 e_above_lowest_kcal_mol=54.25
C -1.96 -0.69 -1.36 -0.437
N -1.59 0.31 -0.35 -0.622
C 0.17 -0.07 2.59 -0.637
C 0.58 -0.52 1.23 -0.427
C -0.15 0.35 0.01 -0.056
C 0.75 0.16 -1.23 -0.253
N 2.17 0.63 -1.04 -0.804
H -2.91 -0.17 -1.73 0.215
H -1.31 -0.76 -2.20 0.199
H -1.99 -1.67 -0.89 0.183
H -1.87 0.03 0.63 0.356
H -0.87 -0.05 2.91 0.210
H 0.54 -0.74 3.40 0.216
H 0.39 0.99 2.86 0.215
H 0.36 -1.55 0.97 0.202
H 1.64 -0.49 1.14 0.199
H -0.09 1.48 0.27 0.179
H 0.44 0.71 -2.11 0.200
H 0.78 -0.90 -1.57 0.182
H 2.10 1.56 -0.63 0.345
H 2.47 0.01 -0.31 0.335

35
Properties=species:S:1:pos:R:3:nbo_charge:R:1 method="wB97M-V/def2-TZVPD" spin_multiplicity=1 gap_ev=8.13 energy_ha=-3281.09396 lumo_ev=3.3074 total_charge=-1
Br -1.30 0.36 1.09 -0.375
C 3.32 -1.13 0.98 -0.728
C 2.00 -0.30 1.38 0.692
O 1.96 0.37 2.38 -0.679
N 1.04 -0.20 0.49 -0.633
C 1.07 -0.84 -0.81 -0.421
H 3.38 -1.21 -0.10 0.211
H 3.30 -2.10 1.47 0.217
H 4.20 -0.70 1.46 0.220
H 0.17 0.24 0.75 0.311
H 1.83 -0.38 -1.44 0.166
H 0.12 -0.69 -1.32 0.215
H 1.26 -1.91 -0.78 0.205
C 0.69 3.08 0.11 -0.715
C -0.73 3.45 -0.38 0.667
O -0.90 4.51 -1.01 -0.712
N -1.67 2.60 -0.05 -0.608
C -3.11 2.91 -0.18 -0.429
H 1.09 3.87 0.75 0.222
H 1.41 2.96 -0.70 0.218
H 0.73 2.25 0.81 0.232
H -1.42 1.77 0.45 0.316
H -3.28 3.93 -0.53 0.221
H -3.56 2.85 0.82 0.191
H -3.68 2.25 -0.84 0.186
N -1.19 -1.79 -0.12 -0.534
C -0.71 -2.78 0.67 -0.051
C -0.35 -3.87 -0.08 -0.355
C -0.54 -3.46 -1.43 -0.322
C -1.04 -2.18 -1.47 -0.112
H -1.58 -0.94 0.26 0.347
H -0.80 -2.53 1.71 0.216
H -0.07 -4.86 0.26 0.211
H -0.41 -4.08 -2.31 0.202
H -1.23 -1.48 -2.27 0.211

12
Properties=species:S:1:pos:R:3:nbo_charge:R:1 method="wB97M-V/def2-TZVPD" spin_multiplicity=1 gap_ev=9.07 energy_ha=-683.57673 lumo_ev=0.6469 total_charge=0 e_above_lowest_kcal_mol=19.57
C 0.42 0.85 -1.49 -0.307
C 0.09 0.16 -0.42 -0.133
C -0.07 -1.32 -0.38 -0.573
C -0.09 0.91 0.89 0.634
H 0.51 0.34 -2.44 0.194
H 0.56 1.93 -1.46 0.230
H -0.86 -1.63 -1.09 0.242
H 0.85 -1.83 -0.68 0.239
H -0.51 0.22 2.79 0.425
N -0.34 -0.04 1.83 -0.750
O -0.07 2.10 1.11 -0.596
S -0.49 -1.69 1.34 0.396

84
Properties=species:S:1:pos:R:3:lowdin_charge:R:1 method="wB97M-V/def2-TZVPD" spin_multiplicity=1 gap_ev=7.41 energy_ha=-3194.01835 lumo_ev=-0.0276 total_charge=0 e_above_lowest_kcal_mol=20.99
Pb -0.37 0.18 0.31 1.602
C 2.09 1.96 -1.29 -0.067
N 1.75 1.60 0.09 -0.346
C 2.96 1.15 0.78 -0.088
C 1.17 2.73 0.84 -0.227
C 0.00 3.37 0.09 -0.242
N -0.87 2.36 -0.51 -0.148
C -1.69 2.73 -1.51 -0.197
C -2.44 1.73 -2.17 -0.152
F -2.37 0.47 -1.66 0.015
C -3.22 1.94 -3.28 -0.232
F -3.82 0.89 -3.85 0.084
C -3.37 3.20 -3.83 0.051
C -2.72 4.22 -3.17 -0.228
F -2.85 5.48 -3.62 0.090
C -1.92 4.02 -2.06 -0.135
F -1.39 5.14 -1.50 0.062
H 2.74 2.84 -1.32 0.104
H 1.19 2.16 -1.86 0.082
H 2.60 1.12 -1.76 0.095
H 3.70 1.96 0.83 0.101
H 3.40 0.31 0.24 0.085
H 2.71 0.83 1.78 0.051
H 1.92 3.50 1.02 0.129
H 0.84 2.35 1.81 0.096
H 0.42 4.03 -0.67 0.109
H -0.56 3.99 0.80 0.124
H -3.96 3.38 -4.71 0.131
O 0.80 -0.09 2.63 -0.707
S 0.90 -0.72 3.99 0.979
C 2.40 0.03 4.74 -0.252
C 2.23 1.53 4.74 -0.293
C 3.24 2.34 4.24 -0.051
C 3.09 3.72 4.23 -0.079
C 1.92 4.30 4.69 -0.084
C 0.90 3.49 5.17 -0.071
C 1.06 2.12 5.20 -0.061
C 1.53 -2.44 3.75 -0.281
C 2.93 -2.55 3.23 -0.305
C 3.95 -3.00 4.05 -0.049
C 5.24 -3.14 3.56 -0.075
C 5.52 -2.82 2.24 -0.078
C 4.50 -2.34 1.41 -0.067
C 3.21 -2.21 1.91 -0.068
H 3.27 -0.28 4.16 0.089
H 2.46 -0.37 5.75 0.111
H 4.16 1.89 3.88 0.117
H 3.90 4.34 3.85 0.107
H 1.80 5.37 4.67 0.105
H -0.02 3.94 5.53 0.107
H 0.26 1.49 5.59 0.106
H 0.82 -2.86 3.03 0.034
H 1.42 -2.91 4.72 0.099
H 3.74 -3.27 5.08 0.116
H 6.03 -3.52 4.20 0.105
H 6.52 -2.94 1.85 0.105
H 4.71 -2.11 0.38 0.109
H 2.42 -1.85 1.27 0.078
C 1.10 -5.40 1.52 -0.449
Te 0.07 -3.90 0.34 1.284
C -1.80 -4.60 1.10 -0.410
H 0.74 -5.37 2.55 -0.006
H 2.17 -5.20 1.51 -0.014
H 0.91 -6.39 1.11 -0.007
H -1.92 -5.65 0.85 0.001
H -2.59 -4.02 0.64 -0.009
H -1.83 -4.48 2.18 -0.002
F 1.61 0.71 -5.05 0.075
C 1.24 -0.57 -4.87 -0.183
C 0.03 -0.85 -4.36 0.036
N -0.41 -2.13 -4.15 0.015
C -1.44 -2.35 -3.12 -0.015
C -1.04 -1.82 -1.72 -0.809
O -1.79 -2.03 -0.75 -0.192
O 0.05 -1.17 -1.64 -0.221
C 0.39 -3.22 -4.48 -0.465
O 0.06 -4.37 -4.31 0.084
N 1.61 -2.88 -5.03 0.217
C 2.19 -1.62 -5.18 -0.400
O 3.34 -1.49 -5.54 0.097
H -0.66 -0.05 -4.12 0.149
H -1.61 -3.42 -3.05 0.128
H -2.37 -1.86 -3.41 0.137
H 2.20 -3.66 -5.28 0.167

44
Properties=species:S:1:pos:R:3:mulliken_spin:R:1 method="wB97M-V/def2-TZVPD" spin_multiplicity=2 gap_ev="10.56 / 5.00" energy_ha=-1010.57439 lumo_ev="-9.3086 / -14.8300" total_charge=+3 e_above_lowest_kcal_mol=14.21
C -6.05 11.77 -6.86 0.000
C -5.29 12.40 -7.97 -0.001
O -4.17 12.00 -8.34 0.002
N -5.94 13.59 -8.62 0.000
H -6.86 13.80 -8.25 0.000
H -5.53 14.50 -8.44 0.000
C -6.14 13.40 -10.14 0.000
H -6.78 11.07 -7.27 0.000
H -6.53 12.59 -6.32 0.000
H -5.37 11.25 -6.18 0.000
H -6.59 12.43 -10.37 0.000
H -5.14 13.53 -10.55 0.000
H -6.74 14.27 -10.42 0.000
C 1.27 14.76 -6.86 0.000
C 1.56 15.67 -5.68 -0.004
O 2.59 15.59 -4.98 0.008
N 0.47 16.64 -5.25 0.008
H 0.52 17.48 -5.81 -0.001
H -0.35 16.06 -5.35 -0.012
C 0.63 17.15 -3.84 0.001
H 2.22 14.58 -7.37 0.000
H 0.58 15.13 -7.62 0.000
H 0.83 13.84 -6.48 0.000
H 1.12 16.41 -3.20 0.000
H -0.44 17.22 -3.65 0.000
H 0.92 18.19 -3.73 0.000
C -5.93 15.68 -5.03 -0.007
C -5.44 15.85 -3.57 0.007
O -5.96 16.62 -2.78 0.000
N -4.37 14.84 -3.07 0.005
H -4.81 14.00 -2.72 0.001
H -3.99 14.53 -3.95 -0.014
C -3.26 15.42 -2.19 0.001
H -6.00 14.63 -5.32 0.002
H -5.29 16.12 -5.80 -0.002
H -6.92 16.04 -5.28 0.000
H -3.78 15.59 -1.25 0.001
H -2.93 16.28 -2.78 0.001
H -2.47 14.68 -2.04 0.000
O -1.65 14.14 -6.95 0.004
C -2.42 14.49 -5.91 -0.068
O -3.45 13.86 -5.67 0.433
O -2.14 15.46 -5.13 0.631
H -2.22 13.38 -7.07 0.003

14
Properties=species:S:1:pos:R:3:nbo_charge:R:1 method="wB97M-V/def2-TZVPD" spin_multiplicity=1 gap_ev=9.85 energy_ha=-361.70671 lumo_ev=0.9587 total_charge=0 e_above_lowest_kcal_mol=109.28
N 1.64 0.66 1.69 -0.807
C 0.67 0.11 0.87 0.342
O -0.55 0.73 0.34 -0.539
C 0.59 -1.14 0.06 -0.420
C -0.53 -0.62 0.90 0.017
C -1.46 0.48 -2.12 0.299
O -1.42 -0.68 -2.45 -0.538
H 1.26 1.26 2.41 0.381
H 2.34 1.16 1.16 0.376
H 1.15 -1.97 0.49 0.217
H 0.53 -1.10 -1.03 0.229
H -1.25 -0.99 1.62 0.221
H -0.60 1.16 -2.26 0.111
H -2.36 0.94 -1.69 0.112